A structure of composition C68H75IrN13O4, computed with ωB97M-V/def2-TZVPD.

Each line ends with the Mulliken charge.
Cartesian coordinates (Å):
1 Ir -1.141 0.338 0.292  1.08
2 C 5.210 -4.540 1.039  -1.54
3 C 4.099 -5.279 0.270  2.51
4 C 4.646 -5.669 -1.106  -1.75
5 C 3.608 -6.571 0.964  -2.01
6 C 2.941 -4.317 0.080  0.07
7 O 2.593 -3.952 -1.046  -0.71
8 N 2.238 -3.769 1.127  0.56
9 C 2.250 -3.709 2.542  0.74
10 C 2.996 -4.529 3.384  -0.47
11 C 2.945 -4.374 4.761  -1.28
12 C 2.162 -3.391 5.337  -1.27
13 C 1.413 -2.567 4.519  -0.63
14 C 1.434 -2.711 3.134  0.72
15 C 0.647 -1.745 2.319  0.92
16 C 1.376 -0.870 1.486  0.40
17 C 2.801 -0.783 1.460  -1.48
18 C 3.124 0.284 0.680  -1.45
19 C 1.902 0.833 0.194  0.24
20 N 0.855 0.108 0.688  0.59
21 C 1.784 1.998 -0.583  0.25
22 C 0.586 2.460 -1.109  0.00
23 C 0.399 3.707 -1.765  -0.98
24 C -0.926 3.779 -2.100  -1.22
25 C -1.513 2.555 -1.693  -0.54
26 C -2.949 2.267 -1.705  1.11
27 C -3.448 2.254 -0.352  0.18
28 N -2.807 1.531 0.602  0.88
29 C -3.585 1.560 1.737  0.08
30 C -3.467 0.664 2.798  0.11
31 C -2.573 -0.430 2.850  0.17
32 C -2.559 -1.434 3.874  -1.90
33 C -1.431 -2.171 3.694  -1.34
34 C -0.717 -1.576 2.597  -0.19
35 N -1.497 -0.602 2.037  0.75
36 C -4.211 0.975 4.048  -0.34
37 C -5.511 0.563 4.294  -0.02
38 C -6.138 0.896 5.484  -0.94
39 C -5.458 1.651 6.429  -0.79
40 C -4.157 2.072 6.203  -0.55
41 C -3.512 1.731 5.016  0.75
42 N -2.190 2.088 4.720  0.72
43 C -1.290 2.845 5.441  -0.04
44 O -1.513 3.264 6.552  -0.66
45 C 0.024 3.096 4.677  2.22
46 C 0.662 1.758 4.265  -1.60
47 C -0.269 3.943 3.430  -1.32
48 C 0.970 3.854 5.606  -1.94
49 C -4.670 2.468 1.524  -1.26
50 C -4.609 2.860 0.216  -1.34
51 C -3.761 1.893 -2.803  0.78
52 C -5.115 1.539 -2.505  -0.45
53 C -5.951 0.954 -3.406  -1.20
54 C -5.477 0.665 -4.690  -0.82
55 C -4.203 1.035 -5.057  -0.92
56 C -3.329 1.680 -4.173  0.89
57 N -2.082 2.086 -4.622  0.09
58 C -1.534 1.910 -5.896  -0.17
59 O -2.091 1.305 -6.780  -0.65
60 C -0.133 2.511 -6.090  2.27
61 C 0.839 1.769 -5.160  -1.82
62 C 0.282 2.275 -7.542  -1.99
63 C -0.145 4.017 -5.806  -1.58
64 N -0.620 1.765 -1.088  0.48
65 C 2.991 2.835 -0.783  0.60
66 C 3.074 4.069 -0.142  -0.48
67 C 4.171 4.890 -0.326  -0.97
68 C 5.195 4.480 -1.169  -0.80
69 C 5.131 3.258 -1.818  -0.98
70 C 4.026 2.424 -1.641  0.20
71 N 3.873 1.185 -2.291  1.38
72 C 4.771 0.511 -3.095  -0.09
73 O 5.770 1.020 -3.548  -0.68
74 C 4.428 -0.976 -3.313  2.58
75 C 4.986 -1.720 -2.089  -0.95
76 C 5.137 -1.445 -4.582  -1.83
77 C 2.921 -1.227 -3.433  -1.29
78 H 6.026 -5.229 1.255  0.40
79 H 4.868 -4.107 1.977  0.48
80 H 5.606 -3.729 0.425  0.22
81 H 5.434 -6.412 -0.982  0.45
82 H 5.057 -4.807 -1.630  0.24
83 H 3.860 -6.097 -1.726  0.40
84 H 4.418 -7.019 1.540  0.39
85 H 3.298 -7.295 0.212  0.43
86 H 2.756 -6.411 1.621  0.48
87 H 1.561 -3.120 0.755  -0.59
88 H 3.636 -5.301 2.996  0.45
89 H 3.536 -5.032 5.384  0.46
90 H 2.139 -3.261 6.410  0.47
91 H 0.812 -1.778 4.953  0.52
92 H 3.471 -1.438 1.992  0.78
93 H 4.107 0.675 0.469  0.81
94 H 1.162 4.446 -1.940  0.84
95 H -1.455 4.610 -2.539  0.71
96 H -3.312 -1.548 4.636  0.77
97 H -1.097 -3.017 4.270  0.90
98 H -6.032 -0.024 3.545  0.53
99 H -7.154 0.574 5.667  0.46
100 H -5.948 1.918 7.355  0.43
101 H -3.631 2.665 6.933  0.62
102 H -1.870 1.802 3.813  -0.74
103 H 0.111 1.260 3.460  0.08
104 H 0.727 1.079 5.117  0.34
105 H 1.676 1.939 3.901  0.61
106 H -0.876 3.405 2.695  0.04
107 H 0.673 4.217 2.950  0.35
108 H -0.789 4.864 3.700  0.44
109 H 1.188 3.265 6.496  0.40
110 H 0.520 4.790 5.930  0.43
111 H 1.907 4.074 5.092  0.41
112 H -5.413 2.727 2.260  0.77
113 H -5.278 3.528 -0.302  0.79
114 H -5.484 1.734 -1.509  0.37
115 H -6.967 0.704 -3.129  0.51
116 H -6.113 0.164 -5.407  0.48
117 H -3.864 0.835 -6.057  0.70
118 H -1.517 2.597 -3.965  -0.22
119 H 0.757 0.692 -5.322  0.52
120 H 0.649 1.977 -4.107  0.15
121 H 1.862 2.074 -5.385  0.66
122 H 0.259 1.215 -7.786  0.36
123 H 1.293 2.652 -7.702  0.43
124 H -0.393 2.790 -8.224  0.45
125 H -0.306 4.245 -4.753  0.16
126 H -0.917 4.516 -6.394  0.40
127 H 0.818 4.443 -6.092  0.47
128 H 2.267 4.376 0.513  0.67
129 H 4.229 5.839 0.188  0.46
130 H 6.058 5.114 -1.318  0.44
131 H 5.929 2.937 -2.466  0.62
132 H 3.052 0.670 -2.025  -0.86
133 H 6.061 -1.562 -2.000  0.55
134 H 4.806 -2.791 -2.202  -0.07
135 H 4.504 -1.387 -1.167  -0.08
136 H 6.196 -1.202 -4.539  0.41
137 H 4.715 -0.955 -5.461  0.42
138 H 5.025 -2.523 -4.698  0.41
139 H 2.398 -1.136 -2.474  -0.35
140 H 2.760 -2.248 -3.782  0.58
141 H 2.466 -0.552 -4.159  0.23
142 C -5.328 -3.488 0.233  -1.06
143 N -4.825 -2.118 0.181  0.27
144 C -5.817 -1.056 0.093  -1.06
145 C -3.534 -1.843 -0.118  0.37
146 N -3.085 -0.734 -0.597  -0.43
147 N -2.631 -2.858 0.106  0.19
148 C -1.358 -2.872 -0.440  0.34
149 N -0.916 -4.092 -0.775  -0.36
150 N -0.668 -1.783 -0.564  0.05
151 H -6.389 -3.459 0.462  0.33
152 H -4.850 -4.075 1.019  0.36
153 H -5.214 -4.001 -0.726  0.38
154 H -6.654 -1.311 0.738  0.46
155 H -6.189 -0.924 -0.928  0.34
156 H -5.394 -0.116 0.446  0.25
157 H -3.797 -0.089 -0.908  -0.34
158 H -2.988 -3.735 0.445  0.35
159 H -1.545 -4.872 -0.847  0.22
160 H 0.049 -4.205 -1.091  0.09
161 H 0.209 -1.923 -1.058  -0.29

Cartesian forces (eV/Å) of the 2 atoms listed first:
Ir -1.00 -3.72 -1.52
C -0.07 0.06 -0.03

Computed properties:
2S+1: 2
LUMO (spin up / spin down): -0.2641 / -0.2699 hartree
<S²>: 0.9370
Orbital gap (spin up / spin down): 4.63 / 5.05 eV
Net charge: +2
HOMO (spin up / spin down): -11.82 / -12.40 eV

=====

An isolated molecule of C8H6ClFO3S, computed with ωB97M-V/def2-TZVPD.

Each line ends with the natural charge from an NBO analysis.
Cartesian coordinates (Å):
1 C 1.545 1.500 0.980  -0.18
2 C 2.222 0.796 0.089  -0.20
3 C -1.814 -1.173 -0.930  -0.43
4 C -0.561 -1.526 -1.154  -0.09
5 C 0.087 1.429 0.566  0.00
6 C 1.202 0.299 -0.926  -0.04
7 C -0.448 0.128 1.107  -0.51
8 C 0.573 -0.984 -0.379  0.45
9 O -2.864 0.915 0.378  -0.93
10 O -2.642 -1.252 1.518  -0.93
11 O 0.174 1.260 -0.844  -0.48
12 F 1.422 -1.878 0.142  -0.32
13 S -2.108 -0.282 0.604  2.17
14 Cl -0.102 -2.590 -2.444  0.04
15 H 1.877 2.000 1.867  0.23
16 H 3.264 0.553 0.044  0.23
17 H -2.668 -1.465 -1.513  0.26
18 H -0.546 2.289 0.773  0.24
19 H 1.545 0.212 -1.957  0.23
20 H -0.157 -0.231 2.079  0.26

Cartesian forces (eV/Å) of the 2 atoms listed first:
C -0.09 -0.01 -0.22
C -0.16 0.05 -0.15

Computed properties:
LUMO: -0.0023 hartree
Orbital gap: 10.09 eV
Energy relative to the best compared isomer or geometry (same formula, charge and spin): 24.0 kcal per mole
HOMO: -10.16 eV

=====

A structure of composition C24H36F6FeO18P, computed with ωB97M-V/def2-TZVPD.

Each line ends with the Mulliken charge.
Cartesian coordinates (Å):
1 Fe 0.334 -0.135 0.765  3.83
2 P 2.495 -0.227 -2.148  1.34
3 F 1.429 0.088 -0.963  -0.29
4 F 3.041 -1.756 -1.801  -0.34
5 F 1.107 -0.951 -2.670  -0.27
6 F 3.214 -0.277 -3.618  -0.38
7 F 2.220 1.290 -2.578  -0.38
8 F 3.840 0.271 -1.322  -0.42
9 C 2.076 -5.906 -1.924  -1.27
10 C 1.688 -5.598 -0.420  0.35
11 C 2.757 -5.087 0.488  -0.76
12 O 2.441 -3.753 1.009  -0.22
13 C 1.347 -3.413 0.372  0.23
14 O 0.764 -2.337 0.412  -0.69
15 O 0.966 -4.395 -0.455  -0.29
16 H 2.855 -6.649 -2.091  0.39
17 H 2.588 -5.022 -2.305  0.32
18 H 1.183 -6.114 -2.513  0.32
19 H 1.206 -6.455 0.050  0.27
20 H 3.628 -4.956 -0.153  0.36
21 H 3.096 -5.795 1.244  0.39
22 C 6.106 -1.535 2.262  -1.30
23 C 4.901 -1.438 3.275  0.31
24 C 4.691 0.017 3.819  -0.65
25 O 3.361 0.436 3.575  -0.33
26 C 2.862 -0.447 2.717  0.31
27 O 1.759 -0.296 2.182  -0.56
28 O 3.692 -1.487 2.534  -0.03
29 H 5.841 -1.052 1.321  0.34
30 H 6.351 -2.590 2.140  0.35
31 H 7.050 -1.162 2.659  0.40
32 H 4.939 -2.124 4.121  0.34
33 H 5.430 0.688 3.380  0.31
34 H 4.888 0.072 4.889  0.35
35 C -5.006 -0.894 4.433  -1.33
36 C -4.260 0.353 3.968  0.41
37 C -3.148 0.708 4.926  -0.76
38 O -1.923 0.479 4.262  -0.38
39 C -2.120 0.124 3.033  0.41
40 O -1.244 -0.134 2.255  -1.26
41 O -3.409 0.054 2.830  -0.29
42 H -4.397 -1.592 5.008  0.37
43 H -5.410 -1.440 3.581  0.32
44 H -5.795 -0.413 5.013  0.40
45 H -4.905 1.216 3.805  0.39
46 H -3.018 -0.015 5.732  0.32
47 H -3.271 1.568 5.584  0.41
48 C 1.451 6.232 0.665  -1.61
49 C 1.111 5.039 -0.162  0.59
50 C 2.253 4.417 -0.908  -0.37
51 O 2.314 3.185 -0.187  -0.20
52 C 1.264 2.936 0.503  -0.03
53 O 0.936 1.890 0.944  -0.48
54 O 0.592 4.079 0.667  -0.34
55 H 2.391 6.032 1.180  0.37
56 H 0.699 6.392 1.437  0.36
57 H 1.465 7.183 0.131  0.40
58 H 0.259 5.249 -0.809  0.15
59 H 3.046 5.165 -0.884  0.38
60 H 1.893 4.315 -1.931  0.24
61 C -4.151 4.240 -2.942  -1.53
62 C -3.255 3.049 -3.250  0.50
63 C -1.908 3.570 -3.515  -0.61
64 O -1.087 2.800 -2.633  -0.24
65 C -1.870 2.129 -1.682  0.34
66 O -1.400 1.631 -0.612  -0.62
67 O -3.143 2.221 -2.069  -0.34
68 H -5.164 3.887 -2.750  0.36
69 H -4.135 4.931 -3.786  0.42
70 H -3.830 4.791 -2.058  0.37
71 H -3.645 2.387 -4.023  0.33
72 H -1.814 4.646 -3.368  0.29
73 H -1.574 3.465 -4.547  0.32
74 C -4.719 -2.416 -3.024  -1.46
75 C -3.339 -2.678 -2.705  0.50
76 C -2.336 -1.912 -3.675  -0.57
77 O -1.410 -1.454 -2.793  -0.24
78 C -1.728 -1.677 -1.489  0.68
79 O -1.228 -1.110 -0.500  0.08
80 O -2.926 -2.288 -1.380  -0.35
81 H -5.088 -1.517 -2.532  0.33
82 H -5.479 -3.099 -2.644  0.38
83 H -4.821 -2.381 -4.108  0.34
84 H -3.116 -3.745 -2.695  0.32
85 H -2.731 -0.963 -4.037  0.30
86 H -2.017 -2.538 -4.509  0.32

Cartesian forces (eV/Å) of the 2 atoms listed first:
Fe -0.95 -0.47 -0.68
P 1.52 -0.87 -2.81

Computed properties:
2S+1: 5
LUMO (spin up / spin down): -0.0518 / -0.0519 hartree
<S²>: 6.0055
Orbital gap (spin up / spin down): 11.36 / 9.65 eV
Net charge: +1
Energy relative to the best compared isomer or geometry (same formula, charge and spin): 83.5 kcal per mole
HOMO (spin up / spin down): -12.77 / -11.07 eV

=====

An isolated molecule of C16H17ClN6O2S2, computed with ωB97M-V/def2-TZVPD.

Each line ends with the natural charge from an NBO analysis.
Cartesian coordinates (Å):
1 C -1.642 -2.261 1.475  -0.44
2 N -1.852 -0.839 1.499  -0.35
3 C -1.688 -0.011 2.575  0.14
4 N -1.997 1.217 2.262  -0.29
5 N -2.361 1.223 0.976  -0.31
6 C -2.283 -0.001 0.516  0.32
7 C -2.534 -0.384 -0.901  -0.28
8 N -1.294 -0.435 -1.650  -0.60
9 C -0.690 -1.608 -1.950  0.67
10 O -1.179 -2.681 -1.636  -0.64
11 C 0.589 -1.516 -2.707  -0.16
12 C 1.451 -0.424 -2.638  -0.14
13 C 2.634 -0.423 -3.353  -0.25
14 C 2.959 -1.514 -4.145  -0.01
15 C 2.118 -2.615 -4.216  -0.23
16 C 0.944 -2.612 -3.491  -0.15
17 H 0.277 -3.461 -3.519  0.24
18 H 2.386 -3.462 -4.827  0.23
19 Cl 4.431 -1.503 -5.045  0.02
20 H 3.304 0.420 -3.295  0.23
21 H 1.227 0.427 -2.012  0.21
22 H -0.852 0.444 -1.866  0.41
23 H -3.197 0.361 -1.346  0.24
24 H -2.991 -1.376 -0.958  0.25
25 S -1.057 -0.576 4.106  0.28
26 C 0.583 0.249 4.036  -0.63
27 C 1.293 -0.286 2.823  0.69
28 O 1.786 -1.385 2.761  -0.58
29 N 1.289 0.507 1.690  -0.65
30 C 0.810 1.773 1.497  0.33
31 N 0.546 2.625 2.377  -0.47
32 C -0.006 3.850 1.897  -0.24
33 H 0.722 4.646 2.085  0.20
34 H -0.908 4.059 2.475  0.23
35 C -0.352 3.734 0.396  -0.54
36 H -1.416 3.553 0.248  0.25
37 H -0.026 4.596 -0.182  0.23
38 S 0.517 2.261 -0.206  0.14
39 H 1.684 0.051 0.874  0.42
40 H 1.093 -0.074 4.941  0.26
41 H 0.438 1.327 4.006  0.29
42 H -2.488 -2.770 1.940  0.21
43 H -0.740 -2.499 2.040  0.24
44 H -1.529 -2.606 0.449  0.26

Cartesian forces (eV/Å) of the 2 atoms listed first:
C 0.07 -0.73 -0.02
N -0.11 0.95 -0.08

Computed properties:
LUMO: 0.0079 hartree
Orbital gap: 9.13 eV
Energy relative to the best compared isomer or geometry (same formula, charge and spin): 0.0 kcal per mole
HOMO: -8.91 eV
SMILES: Cn1c(CNC(=O)c2ccc(Cl)cc2)nnc1SCC(=O)NC1=NCCS1

=====

In the order shown, the computed calculated total energy values come out to -3753.0052 -1492.2829 -4494.7084 -2355.5413 hartree.
In the order shown, the computed largest force on an atom values come out to 0.08057 0.07398 0.11073 0.02302 hartree/bohr.